ORCA calculation (ωB97M-V with the def2-TZVPD basis set) on a cluster of 11 separate species, C36H72N2O31 in total in a non-equilibrium geometry.

Bonds (Å) are listed after each position.
Geometry (Å):
1 N -2.6623 1.3927 0.8356  C2 1.451, H10 1.005, H11 1.007
2 C -2.1194 2.2885 1.8402  N1 1.451, C3 1.532, H12 1.092, H13 1.084
3 C -0.5924 2.4092 1.8389  C2 1.532, C4 1.520, H14 1.083, H15 1.084
4 C 0.2220 1.1423 1.6314  C3 1.520, C5 1.521, C8 1.520, H16 1.096
5 C 0.2885 0.4865 0.2604  C4 1.521, C6 1.549, H17 1.080, H18 1.080
6 C 0.8448 -0.8954 0.6856  C5 1.549, N7 1.473, H19 1.077, H20 1.083
7 N 0.0874 -1.2344 1.9031  C6 1.473, C8 1.449, H21 1.016
8 C 0.0792 0.0138 2.6393  C4 1.520, N7 1.449, O9 1.222
9 O 0.0347 0.1005 3.8570  C8 1.222
10 H -2.4655 0.4305 1.0481  N1 1.005
11 H -3.6578 1.5046 0.7373  N1 1.007
12 H -2.4362 2.0353 2.8542  C2 1.092
13 H -2.5209 3.2739 1.6354  C2 1.084
14 H -0.3268 2.8479 2.7926  C3 1.083
15 H -0.3006 3.0920 1.0486  C3 1.084
16 H 1.2574 1.4719 1.7743  C4 1.096
17 H 0.9377 1.0863 -0.3607  C5 1.080
18 H -0.6532 0.2767 -0.2249  C5 1.080
19 H 0.7305 -1.6829 -0.0397  C6 1.077
20 H 1.8694 -0.7417 1.0023  C6 1.083
21 H -0.8890 -1.3872 1.6664  N7 1.016
22 C 4.6418 3.5107 -2.6877  O23 1.429, H28 1.085, H29 1.089, H30 1.088
23 O 3.9183 3.0776 -1.5343  C22 1.429, C24 1.327
24 C 4.6780 2.7635 -0.4924  O23 1.327, O25 1.204, O26 1.328
25 O 5.8807 2.8163 -0.4569  C24 1.204
26 O 3.8761 2.4217 0.5091  C24 1.328, C27 1.430
27 C 4.5502 2.0598 1.7170  O26 1.430, H31 1.088, H32 1.088, H33 1.086
28 H 3.8962 3.7279 -3.4457  C22 1.085
29 H 5.2110 4.4122 -2.4674  C22 1.089
30 H 5.3084 2.7265 -3.0407  C22 1.088
31 H 5.1394 2.8907 2.1006  C27 1.088
32 H 5.1882 1.1929 1.5578  C27 1.088
33 H 3.7742 1.8074 2.4340  C27 1.086
34 C -4.9644 -2.4599 0.8839  O35 1.427, H40 1.086, H41 1.089, H42 1.088
35 O -5.9581 -2.5309 -0.1385  C34 1.427, C36 1.330
36 C -6.4383 -1.3516 -0.5244  O35 1.330, O37 1.202, O38 1.329
37 O -6.1157 -0.2786 -0.0877  C36 1.202
38 O -7.3365 -1.5641 -1.4803  C36 1.329, C39 1.430
39 C -7.9352 -0.3737 -2.0002  O38 1.430, H43 1.088, H44 1.088, H45 1.086
40 H -4.6704 -3.4843 1.0903  C34 1.086
41 H -4.1011 -1.8936 0.5377  C34 1.089
42 H -5.3701 -2.0040 1.7849  C34 1.088
43 H -7.1832 0.2712 -2.4498  C39 1.088
44 H -8.4690 0.1621 -1.2182  C39 1.088
45 H -8.6377 -0.6948 -2.7629  C39 1.086
46 C -5.8845 3.7616 -6.7302  O47 1.429, H52 1.085, H53 1.088, H54 1.088
47 O -6.2816 2.6093 -5.9834  C46 1.429, C48 1.330
48 C -6.2519 1.4738 -6.6761  O47 1.330, O49 1.201, O50 1.331
49 O -5.9328 1.3570 -7.8280  C48 1.201
50 O -6.6383 0.4878 -5.8690  C48 1.331, C51 1.429
51 C -6.6536 -0.8025 -6.4839  O50 1.429, H55 1.088, H56 1.088, H57 1.086
52 H -5.9563 4.6022 -6.0474  C46 1.085
53 H -4.8593 3.6581 -7.0786  C46 1.088
54 H -6.5496 3.9180 -7.5768  C46 1.088
55 H -5.6576 -1.0773 -6.8242  C51 1.088
56 H -7.3502 -0.8216 -7.3192  C51 1.088
57 H -6.9820 -1.4977 -5.7172  C51 1.086
58 C -4.7464 8.2030 4.0979  O59 1.429, H64 1.085, H65 1.088, H66 1.088
59 O -5.1897 7.0752 4.8552  C58 1.429, C60 1.330
60 C -5.1397 5.9210 4.1955  O59 1.330, O61 1.202, O62 1.330
61 O -4.7655 5.7724 3.0627  C60 1.202
62 O -5.5699 4.9600 5.0084  C60 1.330, C63 1.429
63 C -5.5724 3.6579 4.4207  O62 1.429, H67 1.088, H68 1.088, H69 1.085
64 H -4.8416 9.0625 4.7538  C58 1.085
65 H -3.7067 8.0816 3.8012  C58 1.088
66 H -5.3693 8.3427 3.2169  C58 1.088
67 H -4.5661 3.3720 4.1204  C63 1.088
68 H -6.2397 3.6239 3.5620  C63 1.088
69 H -5.9310 2.9748 5.1842  C63 1.085
70 C 1.4262 -4.3013 3.5156  O71 1.434, H76 1.086, H77 1.088, H78 1.088
71 O 1.2652 -5.5976 2.9236  C70 1.434, C72 1.331
72 C 1.5186 -5.6298 1.6176  O71 1.331, O73 1.201, O74 1.334
73 O 1.8574 -4.6988 0.9392  C72 1.201
74 O 1.3317 -6.8782 1.1858  C72 1.334, C75 1.430
75 C 1.5703 -7.0580 -0.2127  O74 1.430, H79 1.088, H80 1.088, H81 1.086
76 H 1.1943 -4.4143 4.5703  C70 1.086
77 H 2.4510 -3.9535 3.4057  C70 1.088
78 H 0.7425 -3.5847 3.0648  C70 1.088
79 H 2.6011 -6.8141 -0.4600  C75 1.088
80 H 0.8903 -6.4445 -0.7997  C75 1.088
81 H 1.3830 -8.1077 -0.4163  C75 1.086
82 C 7.5164 7.7815 3.7765  O83 1.429, H88 1.085, H89 1.088, H90 1.088
83 O 8.1933 6.8690 2.9090  C82 1.429, C84 1.331
84 C 7.5482 6.6159 1.7730  O83 1.331, O85 1.203, O86 1.328
85 O 6.4771 7.0637 1.4575  C84 1.203
86 O 8.2628 5.7448 1.0707  C84 1.328, C87 1.434
87 C 7.7161 5.4526 -0.2228  O86 1.434, H91 1.088, H92 1.083, H93 1.085
88 H 8.1500 7.8924 4.6508  C82 1.085
89 H 7.3866 8.7469 3.2923  C82 1.088
90 H 6.5484 7.3831 4.0732  C82 1.088
91 H 7.7165 6.3490 -0.8403  C87 1.088
92 H 6.7150 5.0470 -0.1397  C87 1.083
93 H 8.3657 4.7054 -0.6661  C87 1.085
94 C -1.4713 -7.2960 2.8699  O95 1.432, H100 1.084, H101 1.080, H102 1.089
95 O -1.9826 -8.6239 2.7101  C94 1.432, C96 1.328
96 C -2.7532 -8.7819 1.6405  O95 1.328, O97 1.203, O98 1.331
97 O -3.0329 -7.9298 0.8382  C96 1.203
98 O -3.1643 -10.0476 1.6053  C96 1.331, C99 1.429
99 C -4.0099 -10.3598 0.4961  O98 1.429, H103 1.088, H104 1.088, H105 1.086
100 H -0.8602 -7.3031 3.7657  C94 1.084
101 H -0.8581 -7.0161 2.0258  C94 1.080
102 H -2.2890 -6.5868 2.9941  C94 1.089
103 H -3.4878 -10.1993 -0.4446  C99 1.088
104 H -4.9182 -9.7617 0.5245  C99 1.088
105 H -4.2684 -11.4101 0.5876  C99 1.086
106 C 11.3221 4.6164 0.0515  O107 1.431, H112 1.086, H113 1.088, H114 1.088
107 O 11.1415 5.6476 -0.9236  C106 1.431, C108 1.330
108 C 12.0597 5.6610 -1.8852  O107 1.330, O109 1.201, O110 1.332
109 O 12.9880 4.9055 -1.9881  C108 1.201
110 O 11.7708 6.6590 -2.7190  C108 1.332, C111 1.429
111 C 12.6844 6.7921 -3.8093  O110 1.429, H115 1.088, H116 1.088, H117 1.086
112 H 10.5097 4.7268 0.7630  C106 1.086
113 H 11.2680 3.6349 -0.4159  C106 1.088
114 H 12.2747 4.7320 0.5639  C106 1.088
115 H 12.6876 5.8917 -4.4200  C111 1.088
116 H 13.6893 6.9956 -3.4456  C111 1.088
117 H 12.3309 7.6329 -4.3980  C111 1.086
118 C 3.6728 5.4970 1.1661  O119 1.432, H124 1.086, H125 1.087, H126 1.088
119 O 2.5598 4.6592 0.8361  C118 1.432, C120 1.328
120 C 1.3679 5.1939 1.0774  O119 1.328, O121 1.202, O122 1.333
121 O 1.1590 6.2868 1.5316  C120 1.202
122 O 0.4403 4.2952 0.7476  C120 1.333, C123 1.429
123 C -0.9034 4.7230 0.9794  O122 1.429, H127 1.088, H128 1.088, H129 1.086
124 H 4.5596 4.9127 0.9376  C118 1.086
125 H 3.6808 6.4076 0.5728  C118 1.087
126 H 3.6699 5.7468 2.2247  C118 1.088
127 H -1.1322 5.6077 0.3888  C123 1.088
128 H -1.0637 4.9310 2.0353  C123 1.088
129 H -1.5398 3.8999 0.6692  C123 1.086
130 C -6.2997 -11.5268 -4.3346  O131 1.430, H136 1.085, H137 1.088, H138 1.088
131 O -5.7584 -12.0751 -3.1303  C130 1.430, C132 1.331
132 C -5.5744 -13.3927 -3.1656  O131 1.331, O133 1.201, O134 1.331
133 O -5.8200 -14.1146 -4.0933  C132 1.201
134 O -5.0705 -13.7713 -1.9930  C132 1.331, C135 1.430
135 C -4.8211 -15.1753 -1.8891  O134 1.430, H139 1.088, H140 1.088, H141 1.086
136 H -6.3942 -10.4592 -4.1628  C130 1.085
137 H -5.6298 -11.7056 -5.1727  C130 1.088
138 H -7.2786 -11.9526 -4.5439  C130 1.088
139 H -4.0953 -15.4924 -2.6346  C135 1.088
140 H -5.7443 -15.7387 -2.0059  C135 1.088
141 H -4.4177 -15.3363 -0.8942  C135 1.086

Properties
DFT total energy	-104950.376	eV
lowest unoccupied orbital energy	0.388	eV
structure (SMILES)	NCC[C@@H]1CCNC1=O.COC(=O)OC.COC(=O)OC.COC(=O)OC.COC(=O)OC.COC(=O)OC.COC(=O)OC.COC(=O)OC.COC(=O)OC.COC(=O)OC.COC(=O)OC
HOMO level	-8.951	eV
total charge	0